{"formula": "C32H30CaCl4N10O2S4", "method": "wB97M-V/def2-TZVPD", "species": ["Ca", "N", "C", "N", "C", "N", "N", "C", "C", "C", "C", "C", "C", "N", "C", "C", "C", "C", "C", "C", "H", "H", "H", "H", "H", "H", "H", "H", "H", "H", "H", "Cl", "C", "C", "C", "C", "C", "Cl", "C", "S", "H", "H", "H", "Cl", "C", "Cl", "H", "H", "N", "C", "C", "C", "C", "C", "C", "S", "O", "O", "N", "C", "S", "C", "C", "N", "H", "H", "H", "H", "H", "H", "H", "H", "C", "N", "C", "N", "S", "H", "H", "H", "H", "H", "H"], "coordinates": [[0.6501, -0.9076, 0.4475], [1.8659, 0.0526, -4.1247], [1.6326, -0.5639, -2.9562], [1.8816, -0.0650, -1.7880], [2.3956, 1.2172, -1.7091], [2.6675, 1.8006, -0.5858], [2.2671, 1.0915, 0.5314], [2.8544, 1.4345, 1.6074], [2.4422, 0.8224, 2.8730], [2.9374, 1.3296, 4.0639], [2.4507, 0.8226, 5.2609], [1.4862, -0.1621, 5.2117], [1.0659, -0.6309, 3.9703], [1.5399, -0.1711, 2.8173], [2.6511, 1.9621, -2.9452], [3.1370, 3.2707, -2.9497], [3.3279, 3.9391, -4.1402], [3.0339, 3.3099, -5.3501], [2.5517, 2.0183, -5.3687], [2.3614, 1.3494, -4.1612], [1.5869, -0.4010, -4.9788], [1.1926, -1.5599, -3.0098], [3.6222, 2.2058, 1.6069], [3.6733, 2.1223, 4.0456], [2.8115, 1.2035, 6.2073], [1.0566, -0.5782, 6.1119], [0.3291, -1.4196, 3.8971], [3.3517, 3.7381, -1.9993], [3.7022, 4.9539, -4.1380], [3.1828, 3.8370, -6.2834], [2.3181, 1.5238, -6.3037], [3.1100, -2.4612, 0.6271], [3.1480, -3.7012, -0.6098], [4.3616, -4.3506, -0.7505], [4.4968, -5.3512, -1.6973], [3.4103, -5.6792, -2.4893], [2.2092, -5.0116, -2.3274], [0.9006, -5.4842, -3.3702], [2.0092, -3.9891, -1.3776], [0.4740, -3.1790, -1.2368], [5.1889, -4.0681, -0.1145], [5.4383, -5.8693, -1.8164], [3.4827, -6.4553, -3.2383], [-0.3066, 2.5899, 3.0081], [-1.8463, 2.4381, 3.8701], [-2.1224, 0.8132, 4.5055], [-2.6402, 2.6669, 3.1669], [-1.8285, 3.1285, 4.7045], [-5.0886, 5.0012, 1.6159], [-4.3980, 3.8308, 1.3396], [-3.1479, 3.8711, 0.7183], [-2.4878, 2.6993, 0.3872], [-3.0657, 1.4721, 0.6730], [-4.3097, 1.4194, 1.2928], [-4.9671, 2.5846, 1.6338], [-2.2843, -0.0412, 0.1764], [-3.3570, -0.8836, -0.2968], [-1.5202, -0.5723, 1.3108], [-1.1654, 0.3225, -0.8570], [-1.4578, 0.7542, -2.1272], [-2.9094, 0.3193, -2.9978], [-2.3555, 1.2421, -4.3415], [-1.1499, 1.7852, -4.0547], [-0.6431, 1.5140, -2.8076], [-4.5402, 5.8425, 1.6733], [-5.8092, 4.9426, 2.3151], [-2.7002, 4.8286, 0.4798], [-1.5256, 2.7324, -0.1090], [-4.7649, 0.4571, 1.4869], [-5.9392, 2.5397, 2.1099], [-2.9458, 1.3448, -5.2364], [-0.5749, 2.4149, -4.7192], [-3.8544, -4.1792, 2.7403], [-2.4602, -3.8928, 2.9945], [-1.5081, -3.8336, 2.0511], [-1.8675, -4.0617, 0.7904], [0.0927, -3.4743, 2.4692], [-4.3897, -4.1802, 3.6859], [-3.9821, -5.1608, 2.2772], [-4.3079, -3.4200, 2.0976], [-2.1409, -3.7079, 3.9283], [-2.8299, -4.1600, 0.5184], [-1.1575, -3.9326, 0.0668]], "mulliken_charge": [1.35, 0.31, -0.81, 0.20, -0.23, -1.26, 1.10, -0.84, 0.56, -1.02, -0.44, -0.93, -0.43, 0.62, 1.06, -0.31, -0.78, -0.43, -0.85, -0.23, 0.29, 0.48, 0.30, 0.45, 0.43, 0.45, 0.42, 0.48, 0.41, 0.41, 0.41, -0.10, 0.83, -0.80, -0.39, -0.75, 0.18, -0.22, -0.23, -0.29, 0.43, 0.36, 0.42, -0.07, 0.39, -0.15, -0.58, 0.48, -0.60, 0.97, -0.79, -0.34, 0.00, -0.78, -0.82, 1.10, -0.78, -0.21, 0.28, -0.23, -0.07, -0.42, -0.80, -0.18, 0.21, 0.21, 0.28, 0.47, 0.47, 0.29, 0.44, 0.43, -1.06, -0.12, 0.62, -0.12, -0.37, 0.35, 0.37, 0.28, 0.23, 0.23, -0.24], "fmax_ev_per_a": 0.32, "relative_energy_kj_mol": 40.0, "orbital_gap_ev": 6.58}

---

{"formula": "C32H30INO12P", "method": "wB97M-V/def2-TZVPD", "species": ["C", "C", "C", "O", "P", "O", "C", "I", "C", "C", "O", "C", "O", "C", "N", "H", "H", "H", "H", "H", "H", "H", "H", "H", "H", "H", "H", "H", "H", "C", "C", "C", "O", "C", "C", "C", "O", "H", "H", "H", "H", "C", "C", "C", "O", "C", "C", "C", "O", "H", "H", "H", "H", "C", "C", "C", "O", "C", "C", "C", "O", "H", "H", "H", "H", "C", "C", "C", "O", "C", "C", "C", "O", "H", "H", "H", "H"], "coordinates": [[3.5645, -2.5744, 2.1014], [3.5272, -2.2119, 0.6584], [3.9939, -0.7810, -0.0010], [3.7730, -0.7782, -1.4845], [2.1773, -0.0365, -1.7235], [2.7514, 1.0944, -2.9619], [0.3854, 0.4353, -2.2308], [-0.2812, -1.1113, -3.6950], [-0.6545, 0.6097, -0.9741], [-1.2047, -0.8345, -0.3555], [2.4451, 1.3218, -0.6113], [3.2225, 0.6104, 0.4575], [2.5585, 0.6293, 1.8004], [2.8693, 2.0094, 2.3011], [3.4543, 3.0137, 2.8755], [3.0270, -1.8691, 2.8972], [4.0871, -3.5379, 2.5555], [3.0990, -3.0281, -0.1001], [5.1157, -0.5845, 0.2724], [1.9933, -1.1732, -2.6128], [1.5722, -0.6404, -0.5629], [3.4232, 0.6457, -3.5602], [0.3648, 1.4563, -2.8458], [-0.2048, 1.3149, -0.1241], [-1.6404, 1.1759, -1.3380], [-1.8360, -0.6219, 0.6328], [-1.9178, -1.4122, -1.0842], [-0.3348, -1.5564, -0.0242], [4.1130, 1.3731, 0.6431], [-2.5273, 1.4041, 3.5340], [-3.3973, 1.3455, 4.5469], [-4.8522, 1.4337, 4.3132], [-5.6491, 1.3822, 5.2399], [-5.3083, 1.5875, 2.9175], [-4.4383, 1.6461, 1.9045], [-2.9834, 1.5579, 2.1382], [-2.1865, 1.6094, 1.2115], [-1.4570, 1.3416, 3.6881], [-3.0785, 1.2321, 5.5762], [-6.3786, 1.6500, 2.7634], [-4.7570, 1.7595, 0.8753], [-2.4562, -2.1350, 6.4226], [-2.3725, -2.6094, 7.6692], [-1.0885, -3.0802, 8.2252], [-1.0114, -3.5165, 9.3654], [0.0990, -3.0048, 7.3511], [0.0153, -2.5303, 6.1045], [-1.2687, -2.0596, 5.5485], [-1.3458, -1.6233, 4.4083], [-3.3903, -1.7863, 5.9992], [-3.2343, -2.6705, 8.3230], [1.0330, -3.3534, 7.7745], [0.8770, -2.4693, 5.4507], [6.5980, 0.4906, -5.1716], [7.7515, 0.4519, -5.8454], [7.8601, -0.2520, -7.1385], [8.9160, -0.2896, -7.7550], [6.6448, -0.9096, -7.6585], [5.4912, -0.8709, -6.9846], [5.3827, -0.1670, -5.6916], [4.3267, -0.1294, -5.0751], [6.5014, 1.0018, -4.2215], [8.6516, 0.9299, -5.4777], [6.7414, -1.4208, -8.6085], [4.5912, -1.3489, -7.3524], [-7.2562, 2.3070, -3.4039], [-7.1725, 1.8325, -2.1573], [-5.8885, 1.3617, -1.6013], [-5.8114, 0.9254, -0.4611], [-4.7010, 1.4371, -2.4754], [-4.7847, 1.9116, -3.7220], [-6.0687, 2.3823, -4.2780], [-6.1458, 2.8186, -5.4182], [-8.1903, 2.6556, -3.8273], [-8.0343, 1.7714, -1.5035], [-3.7670, 1.0885, -2.0520], [-3.9230, 1.9727, -4.3758]], "mulliken_charge": [-0.56, -0.37, 0.18, -0.51, 1.30, -0.61, -1.04, -0.17, 0.15, -0.80, -0.54, -0.19, -0.19, 0.48, -0.55, 0.13, 0.24, 0.29, 0.38, -0.19, -0.29, 0.32, 0.43, 0.17, 0.14, 0.10, 0.25, 0.26, 0.32, -0.19, -0.50, 0.24, -0.62, -0.38, -0.10, 0.23, -0.40, 0.53, 0.47, 0.44, 0.32, -0.29, -0.38, 0.37, -0.57, -0.37, -0.36, 0.28, -0.48, 0.47, 0.41, 0.41, 0.52, -0.27, -0.37, 0.37, -0.58, -0.34, -0.38, 0.20, -0.46, 0.50, 0.40, 0.38, 0.43, -0.41, -0.41, 0.31, -0.60, -0.20, -0.33, 0.35, -0.56, 0.39, 0.42, 0.56, 0.47], "fmax_ev_per_a": 11.11, "orbital_gap_ev": 4.81, "total_charge": -1}

---

{"formula": "C32H30IrN3O6PS", "method": "wB97M-V/def2-TZVPD", "species": ["Ir", "O", "C", "C", "O", "C", "C", "O", "C", "O", "O", "N", "P", "C", "C", "C", "C", "C", "C", "C", "C", "C", "C", "C", "C", "C", "C", "C", "C", "C", "N", "H", "H", "H", "H", "H", "H", "H", "H", "H", "H", "H", "H", "H", "H", "H", "O", "S", "C", "C", "C", "C", "H", "H", "H", "H", "H", "H", "H", "H", "N", "C", "C", "C", "C", "C", "C", "H", "H", "H", "H", "H", "H", "H"], "coordinates": [[0.1251, 0.3973, 0.0703], [-2.1053, -5.8443, 0.1922], [-1.5063, -4.8449, -0.0411], [-0.8450, -4.4481, -1.3790], [-0.8649, -5.0581, -2.4027], [-0.1936, -3.0878, -1.1665], [-0.5339, -2.6251, 0.1643], [-0.2752, -1.4994, 0.6992], [-1.2641, -3.6707, 0.9251], [-1.6192, -3.5804, 2.0706], [0.5092, -2.5076, -1.9943], [-1.1377, 2.2282, -1.9711], [-1.4160, 0.6192, -1.5328], [-1.4219, -0.2998, -3.0574], [-0.3821, -0.0796, -3.9676], [-0.2822, -0.8591, -5.1049], [-1.2139, -1.8645, -5.3377], [-2.2600, -2.0707, -4.4512], [-2.3722, -1.2881, -3.3119], [-2.9993, 0.5262, -0.6979], [-3.7586, 1.6777, -0.4873], [-4.9505, 1.5987, 0.2170], [-5.3820, 0.3807, 0.7211], [-4.6228, -0.7680, 0.5279], [-3.4334, -0.6963, -0.1733], [-0.2461, 3.0047, -1.2646], [-0.0664, 4.3611, -1.5328], [0.8530, 5.0672, -0.7931], [1.5819, 4.4222, 0.2082], [1.3550, 3.0907, 0.4268], [0.4572, 2.3824, -0.2990], [-1.6267, 2.6588, -2.7435], [0.3302, 0.7242, -3.8107], [0.5160, -0.6838, -5.8132], [-1.1303, -2.4794, -6.2235], [-2.9953, -2.8387, -4.6483], [-3.2047, -1.4428, -2.6391], [-3.4316, 2.6336, -0.8750], [-5.5435, 2.4901, 0.3690], [-6.3129, 0.3233, 1.2689], [-4.9584, -1.7160, 0.9261], [-2.8474, -1.5957, -0.3169], [-0.6506, 4.8363, -2.3086], [1.0037, 6.1208, -0.9865], [2.3084, 4.9511, 0.8067], [1.8708, 2.5303, 1.1926], [0.7982, 0.6480, 2.0494], [1.2205, -0.5446, 2.9764], [-0.0116, -0.4958, 4.3071], [0.6001, 0.2591, 5.4972], [1.7517, 1.1129, 4.9679], [2.4958, 0.2144, 3.9892], [-0.2986, -1.5230, 4.5268], [-0.8640, 0.0121, 3.8561], [0.9746, -0.4575, 6.2286], [-0.1602, 0.8609, 5.9913], [2.4120, 1.4469, 5.7667], [1.3754, 1.9969, 4.4508], [2.9993, -0.6145, 4.4950], [3.2039, 0.6961, 3.3156], [1.5577, -0.1226, -1.2530], [2.8108, -0.2461, -0.5313], [3.7130, 0.8070, -0.5445], [4.8973, 0.6891, 0.1678], [5.1671, -0.4720, 0.8814], [4.2562, -1.5212, 0.8808], [3.0676, -1.4132, 0.1744], [1.2544, -1.0358, -1.6740], [1.6588, 0.5644, -1.9963], [3.5055, 1.7034, -1.1186], [5.6175, 1.4958, 0.1493], [6.0996, -0.5678, 1.4212], [4.4795, -2.4350, 1.4153], [2.3615, -2.2334, 0.1548]], "mulliken_charge": [2.66, -0.44, 0.34, -0.06, -0.46, 1.22, -0.36, -0.42, 0.22, -0.54, -0.82, 0.14, 0.50, 0.77, -0.49, -0.89, -0.59, -0.76, -0.41, 0.65, -0.87, -0.81, -0.67, -0.92, -0.17, 0.81, -0.97, -0.47, -1.05, -0.28, -0.11, 0.32, 0.36, 0.46, 0.44, 0.47, 0.57, 0.44, 0.46, 0.44, 0.50, 0.21, 0.47, 0.46, 0.50, 0.63, -0.85, 0.80, -0.75, -0.72, -0.53, -0.88, 0.53, 0.25, 0.33, 0.35, 0.48, 0.21, 0.50, 0.31, -0.24, 0.47, -0.44, -0.83, -0.70, -0.60, -0.12, 0.38, 0.47, 0.51, 0.47, 0.45, 0.49, 0.15], "fmax_ev_per_a": 0.14, "relative_energy_kj_mol": 115.1, "orbital_gap_ev": [7.04, 6.25], "total_charge": 2, "spin_multiplicity": 2, "s_squared": 0.77}